No. 1
C23H24N4O5 | ωB97M-V/def2-TZVPD

```
56
Properties=species:S:1:pos:R:3
O -1.555 -2.122 -2.055
C -0.832 -1.919 -1.101
N 0.459 -1.565 -1.181
H 0.969 -1.388 -0.319
C 1.125 -1.399 -2.451
H 2.151 -1.768 -2.374
H 0.574 -2.002 -3.178
C 1.144 0.060 -2.943
C 2.221 0.892 -2.272
O 3.390 0.784 -2.599
N 1.831 1.827 -1.366
C 2.846 2.687 -0.793
C 3.431 2.033 0.478
N 2.448 1.117 1.012
C 2.644 -0.204 1.198
O 1.700 -0.994 1.273
C 4.007 -0.720 1.362
C 4.397 -2.036 1.286
C 5.774 -2.059 1.581
C 6.124 -0.765 1.827
O 5.070 0.050 1.697
H 7.059 -0.314 2.096
H 6.415 -2.916 1.610
H 3.764 -2.864 1.045
C 1.095 1.632 0.940
C 0.650 1.768 -0.535
H 0.061 2.683 -0.660
H 0.025 0.921 -0.800
H 0.417 0.957 1.460
H 1.088 2.603 1.440
H 3.681 2.795 1.224
H 4.335 1.488 0.215
H 3.632 2.835 -1.534
H 2.377 3.648 -0.564
H 1.408 0.041 -4.002
H 0.154 0.500 -2.841
C -1.339 -2.065 0.344
N -2.682 -1.539 0.438
C -3.744 -2.345 0.169
C -5.015 -1.892 0.171
C -5.270 -0.517 0.447
C -6.562 0.027 0.479
C -6.752 1.362 0.744
C -5.661 2.198 0.983
C -4.386 1.688 0.953
C -4.173 0.331 0.690
C -2.809 -0.179 0.656
O -1.811 0.516 0.815
H -3.522 2.311 1.133
H -5.824 3.246 1.190
H -7.752 1.770 0.767
H -7.406 -0.621 0.291
H -5.835 -2.558 -0.039
H -3.503 -3.374 -0.047
H -1.343 -3.125 0.607
H -0.692 -1.517 1.031
```

Properties
relative energy (zero: lowest compared OMol25 entry of this formula, charge and spin): 165.6 kJ/mol
E_LUMO: 0.59 eV
charge: 0
HOMO-LUMO gap: 8.6 eV
DFT total energy: -1486.1518 Ha
SMILES: O=C(Cn1ccc2ccccc2c1=O)NCCC(=O)N1CCN(C(=O)c2ccco2)CC1

Charges obtained by Löwdin population analysis, quoted in units of e: 0.07, -0.47, 0.08, 0.09, -0.15, 0.13, 0.12, -0.07, -0.45, 0.06, -0.05, -0.11, -0.10, -0.02, -0.36, 0.03, -0.17, 0.02, -0.04, -0.10, 0.04, 0.13, 0.10, 0.12, -0.09, -0.11, 0.13, 0.09, 0.11, 0.13, 0.13, 0.12, 0.13, 0.13, 0.13, 0.12, -0.03, 0.00, -0.05, -0.02, -0.17, -0.03, -0.08, -0.08, -0.01, -0.07, -0.34, 0.05, 0.12, 0.10, 0.10, 0.11, 0.11, 0.13, 0.14, 0.11

No. 2
C23H24N5OPd | ωB97M-V/def2-TZVPD

```
54
Properties=species:S:1:pos:R:3
Pd -1.516 0.000 -0.910
C -1.429 -4.358 -1.121
C -1.889 -3.056 -1.365
N -1.105 -2.073 -1.765
C 0.207 -2.327 -2.013
C 0.732 -3.643 -1.899
C -0.122 -4.651 -1.395
C 2.058 -3.924 -2.297
C 2.817 -2.908 -2.820
C 2.344 -1.595 -2.900
C 1.073 -1.218 -2.429
N 0.551 0.000 -2.274
C 1.073 1.218 -2.429
C 2.344 1.595 -2.900
C 2.817 2.908 -2.820
C 2.058 3.924 -2.297
C 0.732 3.643 -1.899
C -0.122 4.651 -1.395
C -1.429 4.358 -1.121
C -1.889 3.056 -1.365
N -1.105 2.073 -1.766
C 0.207 2.326 -2.014
H -2.112 -5.114 -0.753
H -2.941 -2.819 -1.251
H 0.273 -5.651 -1.247
H 2.445 -4.933 -2.212
H 3.824 -3.120 -3.166
H 3.011 -0.860 -3.316
H 3.011 0.860 -3.317
H 3.824 3.120 -3.166
H 2.445 4.933 -2.212
H 0.272 5.651 -1.247
H -2.112 5.114 -0.753
H -2.941 2.819 -1.251
C -3.142 0.001 2.041
N -2.085 0.000 3.058
C -2.474 0.000 4.451
C -0.810 0.000 2.536
O -0.665 0.001 1.319
N 0.318 0.000 3.349
C 0.465 0.000 4.785
C 1.616 0.000 2.682
H -4.108 0.000 2.543
H -3.068 -0.873 1.394
H -3.068 0.875 1.395
H -3.559 0.000 4.500
H -2.128 0.892 4.980
H -2.129 -0.893 4.980
H -0.473 0.000 5.318
H 1.033 0.882 5.103
H 1.034 -0.882 5.103
H 1.468 0.000 1.608
H 2.184 -0.890 2.970
H 2.184 0.890 2.970
```

Properties
E_LUMO: 2.58 eV
charge: -1
HOMO-LUMO gap: 4.4 eV
DFT total energy: -1367.7272 Ha

Charges obtained by Löwdin population analysis, quoted in units of e: 0.29, -0.09, -0.18, 0.02, -0.14, -0.18, -0.06, -0.10, -0.13, -0.04, -0.22, 0.05, -0.22, -0.04, -0.13, -0.10, -0.18, -0.06, -0.09, -0.18, 0.02, -0.14, 0.09, 0.08, 0.10, 0.09, 0.09, 0.06, 0.06, 0.09, 0.09, 0.10, 0.09, 0.08, -0.06, -0.12, -0.09, -0.47, -0.03, -0.13, -0.09, -0.05, 0.07, 0.07, 0.07, 0.08, 0.08, 0.08, 0.03, 0.09, 0.09, 0.08, 0.09, 0.09

No. 3
C23H24N6O3S | ωB97M-V/def2-TZVPD

```
57
Properties=species:S:1:pos:R:3
C -3.413 -0.387 3.436
C -2.428 -0.807 2.386
C -1.214 -0.143 2.243
C -0.303 -0.525 1.279
C -0.581 -1.592 0.429
C -1.780 -2.282 0.586
C -2.690 -1.882 1.547
H -3.618 -2.425 1.652
H -2.002 -3.132 -0.040
N 0.356 -1.907 -0.561
S 1.890 -2.351 -0.022
O 1.762 -2.843 1.321
O 2.437 -3.222 -1.020
C 2.855 -0.879 0.018
C 3.325 -0.208 1.135
N 4.099 0.787 0.656
N 4.166 0.792 -0.682
C 3.420 -0.212 -1.095
C 3.207 -0.526 -2.525
H 3.212 -1.604 -2.664
H 3.986 -0.063 -3.125
H 2.237 -0.129 -2.825
H 4.612 1.476 1.183
C 3.103 -0.430 2.583
H 2.557 -1.360 2.716
H 2.526 0.389 3.014
H 4.055 -0.490 3.108
C -0.046 -2.408 -1.860
C -1.450 -1.986 -2.247
O -2.283 -2.760 -2.661
N -1.758 -0.665 -2.081
C -0.967 0.377 -1.654
N 0.292 0.676 -1.731
C 0.381 1.910 -1.114
C 1.488 2.720 -0.902
C 1.289 3.918 -0.243
C 0.027 4.320 0.193
C -1.093 3.538 -0.020
C -0.903 2.336 -0.676
N -1.746 1.330 -1.064
C -3.137 0.971 -1.032
H -3.772 1.789 -1.378
H -3.436 0.685 -0.017
C -3.155 -0.231 -1.999
H -3.766 -1.063 -1.647
H -3.502 0.063 -2.994
H -2.073 3.850 0.310
H -0.079 5.265 0.704
H 2.133 4.566 -0.062
H 2.464 2.416 -1.242
H 0.666 -2.012 -2.590
H -0.006 -3.503 -1.902
H 0.623 0.013 1.154
H -0.987 0.695 2.887
H -4.423 -0.684 3.164
H -3.387 0.691 3.584
H -3.167 -0.861 4.386
```

Properties
relative energy (zero: lowest compared OMol25 entry of this formula, charge and spin): 247.7 kJ/mol
E_LUMO: 0.52 eV
charge: 0
HOMO-LUMO gap: 8.8 eV
DFT total energy: -1843.3293 Ha
SMILES: Cc1ccc(N(CC(=O)N2CCn3c2nc2ccccc23)S(=O)(=O)c2c(C)n[nH]c2C)cc1

Charges obtained by Löwdin population analysis, quoted in units of e: -0.05, -0.29, -0.02, -0.01, -0.28, 0.00, -0.03, 0.12, 0.12, -0.16, 0.71, -0.27, -0.27, -0.19, -0.27, 0.04, 0.08, -0.34, -0.03, 0.07, 0.08, 0.06, 0.17, -0.01, 0.07, 0.09, 0.09, -0.08, -0.43, 0.10, 0.07, -0.31, 0.21, -0.20, -0.01, -0.10, -0.10, -0.02, -0.15, 0.05, -0.06, 0.13, 0.12, -0.05, 0.13, 0.13, 0.11, 0.10, 0.10, 0.09, 0.13, 0.14, 0.10, 0.12, 0.08, 0.08, 0.08

No. 4
C23H24N9O3Ti | ωB97M-V/def2-TZVPD

```
60
Properties=species:S:1:pos:R:3
Ti 0.451 0.548 -0.506
N -3.964 0.148 -1.248
C -2.692 0.556 -1.372
N -1.823 0.525 -0.416
C -2.216 0.056 0.849
N -1.361 0.083 1.813
N -0.143 0.553 1.420
C 0.620 1.114 2.360
C 1.764 1.774 1.881
C 2.650 2.525 2.683
C 3.677 3.206 2.089
C 3.827 3.138 0.691
C 2.945 2.377 -0.037
N 1.930 1.690 0.518
C -3.587 -0.391 1.058
C -4.063 -0.843 2.286
C -5.378 -1.251 2.413
C -6.232 -1.214 1.317
C -5.781 -0.754 0.092
C -4.463 -0.339 -0.032
H -4.590 0.219 -2.033
H -2.387 0.908 -2.351
H 0.301 1.140 3.395
H 2.477 2.563 3.750
H 4.361 3.797 2.683
H 4.620 3.678 0.193
H 3.034 2.306 -1.112
H -3.383 -0.860 3.126
H -5.744 -1.597 3.370
H -7.257 -1.543 1.416
H -6.446 -0.713 -0.762
C 4.506 -0.818 -2.159
C 3.351 -0.799 -1.201
O 2.397 -0.038 -1.366
N 3.422 -1.619 -0.137
C 2.357 -1.677 0.866
C 1.110 -2.276 0.258
C 0.862 -3.631 0.379
C -0.204 -4.205 -0.292
C -0.950 -3.388 -1.129
C -0.636 -2.050 -1.216
N 0.332 -1.462 -0.484
H 5.100 0.084 -2.005
H 4.124 -0.788 -3.177
H 5.144 -1.689 -2.027
H 4.201 -2.247 -0.049
H 2.168 -0.675 1.246
H 2.706 -2.296 1.687
H 1.512 -4.240 0.994
H -0.427 -5.258 -0.193
H -1.765 -3.788 -1.715
H -1.153 -1.410 -1.913
N -0.165 2.856 -0.813
N 0.463 2.971 -2.078
C 0.349 1.851 -2.945
O 0.526 2.013 -4.130
O 0.054 0.748 -2.325
H -1.158 3.059 -0.870
H 0.255 3.523 -0.180
H 0.372 3.851 -2.563
```

Properties
relative energy (zero: lowest compared OMol25 entry of this formula, charge and spin): 0.0 kJ/mol
2S+1: 3
E_LUMO (spin up / spin down): -2.56 / -3.10 eV
charge: +1
HOMO-LUMO gap (spin up / spin down): 5.9 / 7.5 eV
DFT total energy: -2458.8192 Ha

Charges obtained by Löwdin population analysis, quoted in units of e: 0.97, 0.13, -0.13, 0.04, -0.27, 0.11, -0.17, -0.08, -0.29, -0.02, -0.06, -0.05, -0.13, -0.04, -0.09, 0.00, -0.06, -0.06, -0.01, -0.17, 0.16, 0.15, 0.13, 0.12, 0.11, 0.11, 0.11, 0.12, 0.11, 0.11, 0.12, 0.04, -0.46, -0.03, 0.12, -0.07, -0.21, 0.00, -0.02, -0.02, -0.08, 0.01, 0.10, 0.10, 0.09, 0.15, 0.09, 0.14, 0.12, 0.12, 0.12, 0.11, 0.01, 0.01, -0.67, 0.09, -0.17, 0.10, 0.11, 0.14